Formula: C28H72BeF6O24
Source: the OMol25 dataset
Level of theory: ωB97M-V with the def2-TZVPD basis set

Its LUMO energy (spin up / spin down) is 1.8 / 1.0 eV. The value obtained for the energy is -3529.36864 Eh. As for the expectation value of S²: 0.75. Its maximum force is 4.5 eV/Å. As for the spin multiplicity: 2. As for the net charge: -1.

XYZ file:
```
131
Properties=species:S:1:pos:R:3:forces:R:3
Be 0.8580 0.4239 3.6266 0.60 0.57 -1.83
C 4.5347 0.5417 2.1069 -0.71 -2.19 2.67
O 5.4513 0.1390 3.2011 0.85 1.45 -0.54
O 3.3145 0.4542 2.7521 0.70 1.79 -1.62
C 5.0918 1.8360 1.3233 -1.73 -3.49 2.17
F 4.1179 2.1214 0.4862 -0.16 0.26 -2.65
F 5.1246 2.8800 2.0954 1.67 1.98 1.33
F 6.3088 1.6319 0.7417 -1.16 0.58 -0.07
C 6.8068 -0.2912 2.9385 -2.00 -0.75 1.74
C 7.2661 -0.8896 4.2952 -0.35 -0.07 -0.57
H 7.9803 -1.6914 4.1078 0.52 0.30 0.20
H 7.6044 -0.1316 5.0017 0.35 -0.05 -0.17
H 6.4316 -1.3888 4.7877 -0.26 0.11 -0.24
H 7.4690 0.5205 2.6372 0.02 -0.25 -0.50
H 6.6262 -1.1340 2.2713 1.03 0.13 -0.76
H 4.5805 -0.2691 1.3797 0.37 -0.16 -0.81
C -0.6215 0.0777 0.5485 0.63 -0.84 3.09
O 0.7588 -0.2490 0.7922 -0.63 0.80 -1.38
O -1.1218 0.0357 1.8320 -0.23 1.10 -1.20
C -0.8019 1.4291 -0.3055 -1.98 1.01 1.72
F -2.1497 1.5797 -0.7091 1.10 -0.40 1.10
F -0.5264 2.5700 0.4911 -0.28 -2.20 -2.05
F -0.1941 1.4895 -1.4883 1.03 0.17 0.55
C 1.5725 -0.5632 -0.3137 1.65 -1.16 -0.09
C 2.3460 -1.8713 0.0769 -1.04 1.14 0.02
H 1.6639 -2.7214 0.0861 -0.18 -0.10 -0.47
H 3.1767 -2.0482 -0.6062 0.13 -0.08 0.32
H 2.5746 -1.7596 1.1368 0.82 0.17 -0.12
H 2.2528 0.2637 -0.5177 0.43 0.08 0.37
H 1.1141 -0.6987 -1.2933 -0.95 -0.22 0.19
H -1.0643 -0.7553 0.0024 -0.18 0.09 -1.09
C 3.0902 3.6356 -2.0638 -1.04 -0.10 -0.36
C 2.4332 2.8868 -3.2734 -0.98 0.59 1.85
O 2.9948 3.2592 -4.4758 0.62 -0.14 -1.23
O 2.9572 5.0978 -2.1628 -0.30 -1.60 -0.46
H 4.0844 3.2001 -1.9642 0.53 0.83 -0.40
H 2.6251 3.2514 -1.1559 -0.48 0.33 0.17
H 1.3548 2.9485 -3.4197 -0.48 1.06 0.79
H 2.4010 1.8271 -3.0199 1.31 -0.49 -0.25
H 2.3190 3.7994 -4.8919 0.42 0.10 -0.26
H 3.6524 5.6116 -1.7455 0.26 -0.59 0.16
C -2.4745 0.4516 -4.1136 0.14 0.62 -0.99
C -1.4618 -0.2484 -5.0354 0.87 0.83 1.86
O -0.2008 -0.3261 -4.3112 -0.38 -1.11 -0.70
O -2.2074 1.8677 -3.9009 0.00 -1.12 0.20
H -2.4426 -0.0382 -3.1403 0.22 0.20 0.03
H -3.4758 0.2863 -4.5114 -0.25 0.22 -0.09
H -1.2399 0.2280 -5.9904 -0.51 0.32 -0.10
H -1.8560 -1.2461 -5.2281 0.40 -0.19 0.13
H 0.0179 0.4954 -3.8653 -0.43 0.32 -0.10
H -2.1950 2.3190 -4.7481 -0.10 -0.08 -0.18
C -3.7732 2.5212 2.5518 0.18 1.39 0.60
C -3.1048 3.4082 3.6912 1.11 -2.26 -1.03
O -3.5063 2.9650 4.9659 -2.07 0.49 1.28
O -5.0754 3.0394 2.2822 0.26 0.72 0.84
H -3.9139 1.4615 2.7645 0.71 -0.07 0.61
H -3.1679 2.6125 1.6500 0.32 -0.06 0.02
H -3.1946 4.4588 3.4152 -0.62 0.09 0.38
H -2.0559 3.2086 3.9102 0.71 0.10 -2.07
H -3.6086 3.7303 5.5364 -0.15 -0.07 0.12
H -5.2929 2.7780 1.3844 -0.23 -0.12 -0.20
C 3.6129 -4.3370 -3.4895 -0.38 -1.43 0.28
C 2.7840 -5.1472 -2.3947 1.57 0.20 -0.17
O 1.4791 -5.4709 -2.6928 -1.89 -0.45 -1.30
O 3.1632 -3.0397 -3.6376 -0.32 1.51 0.31
H 3.6576 -4.7324 -4.5043 -0.65 -1.11 0.06
H 4.6810 -4.3558 -3.2727 0.03 0.29 0.86
H 2.7343 -4.6279 -1.4376 0.82 0.45 -0.03
H 3.2150 -6.1309 -2.2086 0.77 0.15 -0.05
H 0.8463 -4.8198 -2.3810 -0.13 0.54 -0.01
H 2.5325 -3.0034 -4.3604 -0.08 0.05 0.13
C 0.1000 -6.3962 0.1751 -0.85 0.56 2.76
C 0.2895 -6.6824 1.7744 -0.11 2.15 -1.95
O -0.3012 -7.8621 2.2571 0.45 -0.09 -0.35
O 0.9194 -7.2381 -0.5399 0.51 -1.35 -0.23
H 0.3511 -5.3760 -0.1151 0.06 0.46 0.73
H -0.9557 -6.4909 -0.0791 -0.29 -0.34 -0.02
H -0.0869 -5.8799 2.4088 -0.80 0.18 -0.44
H 1.3486 -6.4738 1.9256 0.64 -1.32 0.14
H -0.1771 -8.5389 1.5876 0.12 -0.20 -0.04
H 0.9832 -6.8395 -1.4109 0.30 -0.06 -0.55
C -2.0006 -3.1186 -2.5837 -0.01 -0.60 -0.27
C -3.4697 -3.2548 -2.1812 -0.03 1.13 0.75
O -4.2753 -2.4677 -3.0470 0.16 -0.61 -0.58
O -1.0557 -3.6287 -1.6493 0.13 -0.65 -0.50
H -1.6938 -2.1171 -2.8854 -0.43 0.34 0.25
H -1.9435 -3.7075 -3.4992 0.59 -0.21 -0.03
H -3.6181 -2.8628 -1.1750 0.21 -0.18 0.38
H -3.8387 -4.2804 -2.1707 0.26 -0.06 -0.26
H -4.2933 -1.5954 -2.6465 -0.37 0.35 0.15
H -1.0923 -3.1677 -0.8080 -0.36 0.17 0.15
C -3.1917 -2.1348 3.5913 -1.22 0.44 -0.32
C -3.1632 -3.2541 2.5657 0.81 0.47 0.85
O -2.5016 -2.8879 1.3231 -1.10 -0.65 0.64
O -1.8999 -1.6851 3.9063 -0.84 -0.44 0.61
H -3.8155 -2.3958 4.4462 0.94 -1.10 0.78
H -3.9244 -1.3712 3.3302 0.58 1.08 -1.14
H -4.1822 -3.6232 2.4496 0.07 -0.04 -0.69
H -2.5821 -3.9914 3.1194 0.18 -0.63 -0.60
H -1.9904 -2.0956 1.5036 0.27 0.50 0.17
H -1.6239 -1.1660 3.1474 0.52 0.85 -0.53
C -2.0481 4.8081 -1.6494 -1.15 -1.60 -3.30
C -0.7316 5.3651 -1.3555 1.80 -0.46 0.18
O -0.8369 5.9126 -0.1130 0.20 1.98 2.38
O -3.1737 5.6522 -1.3965 0.58 -0.01 -0.24
H -2.2143 3.7495 -1.4496 -0.02 0.25 1.27
H -1.9806 4.7003 -2.7320 -0.69 0.24 -0.60
H -0.3691 6.1243 -2.0485 -0.33 0.14 -0.51
H 0.1073 4.6730 -1.2824 -0.36 -0.67 -0.42
H -1.3726 6.6777 -0.3350 -0.09 0.50 0.96
H -3.2581 5.8287 -0.4566 0.10 -0.34 0.25
C -4.8418 -0.3148 -0.0905 -0.26 -1.32 0.63
C -6.0124 0.4653 0.5050 0.92 -0.95 -1.40
O -5.8009 1.7773 0.1492 -0.21 2.80 0.25
O -4.8049 -0.1884 -1.5035 -0.21 0.16 -0.62
H -5.0247 -1.3768 0.0733 0.10 -0.16 0.13
H -3.8666 -0.0917 0.3424 -0.10 0.36 0.19
H -6.0641 0.4216 1.5929 0.08 -0.05 -0.07
H -6.9328 0.1067 0.0441 -0.22 -0.25 0.20
H -5.7281 2.0366 -0.7722 -0.22 -0.85 -0.15
H -4.2922 0.5690 -1.7955 0.24 0.23 0.35
C 1.6899 3.5642 2.2032 0.66 1.11 0.80
C 2.4951 4.7841 2.7779 -1.65 -1.01 -2.48
O 3.4966 4.3655 3.6185 0.64 0.44 0.85
O 0.9234 3.0329 3.2750 -1.47 -1.72 -0.30
H 2.3007 2.8064 1.7127 0.60 -0.22 0.83
H 1.0501 3.8166 1.3576 -0.58 0.67 0.61
H 1.8090 5.4793 3.2617 0.00 -0.20 0.36
H 2.8149 5.2991 1.8720 0.66 0.39 -0.05
H 4.1887 4.0028 3.0609 -0.05 -0.22 0.34
H 1.2280 3.1792 4.1736 0.87 0.42 -0.33
```
Forces are in eV/Å.

---

Formula: C28H72CaF6N5O13P
Source: the OMol25 dataset
Level of theory: ωB97M-V with the def2-TZVPD basis set

Its LUMO energy is -4.8 eV. The value obtained for the energy is -3979.85637 Eh. Its maximum force is 3.5 eV/Å. As for the net charge: +2.

XYZ file:
```
126
Properties=species:S:1:pos:R:3:forces:R:3
Ca -3.1554 0.1020 1.2655 -2.95 1.63 0.79
P -0.7451 -0.0584 -0.0445 -0.38 -1.28 -0.24
O -0.3237 -1.4986 -0.4242 0.24 -0.05 0.01
O -1.0227 -0.0171 1.4915 1.24 0.31 0.01
O -2.1676 0.1938 -0.6626 0.71 0.26 -0.51
O 0.2985 0.9626 -0.5293 -0.29 0.26 -0.21
C 2.6139 2.8916 3.7707 0.71 -0.45 -0.46
C 1.8448 3.0660 2.4787 -0.35 0.46 -0.20
C 2.7029 3.7904 1.4524 0.69 -0.55 0.42
O 2.0209 3.9201 0.2307 -0.04 -0.14 -0.07
C 2.8941 4.3455 -0.7995 0.19 0.25 0.10
N 1.5032 1.7357 1.8914 0.77 -0.21 -0.58
H 0.7943 1.1811 2.3792 0.23 0.04 0.26
H 1.1245 1.7992 0.9269 0.03 0.15 0.06
H 2.4131 1.1900 1.7912 -0.46 -0.34 0.22
H 2.7592 3.8510 4.2570 -0.01 -0.03 0.15
H 3.5865 2.4718 3.4855 0.12 0.21 0.21
H 2.2170 2.1509 4.4600 -0.50 0.19 0.07
H 0.9459 3.6739 2.6065 -0.25 -0.41 0.05
H 3.6153 3.1893 1.2962 -0.04 0.06 0.01
H 3.0308 4.7451 1.8797 -0.18 0.12 -0.17
H 2.3331 4.2765 -1.7300 0.11 0.25 -0.09
H 3.7980 3.7310 -0.8860 -0.20 -0.18 0.14
H 3.2465 5.3652 -0.6149 -0.24 0.07 -0.19
C -1.0593 -4.7849 1.4972 0.11 -0.48 -0.82
C -1.0215 -3.7233 2.5541 -0.05 0.95 0.41
C -0.5800 -4.2666 3.9014 -0.67 -1.27 -0.19
O -0.7698 -3.3350 4.8981 0.50 1.21 0.22
C -1.6575 -3.6967 5.9475 -0.50 -1.36 -0.91
N -0.0453 -2.6280 2.2113 0.70 -0.18 0.09
H 0.8995 -2.9245 2.4802 0.05 -0.07 -0.57
H -0.0939 -2.3497 1.1987 0.16 0.24 0.13
H -0.1573 -1.7813 2.7852 -0.45 -0.20 -0.35
H -1.1084 -4.4153 0.4687 0.25 0.34 0.16
H -1.9279 -5.4410 1.5544 0.00 0.07 0.53
H -0.1700 -5.4157 1.5831 -0.03 -0.01 -0.11
H -1.9440 -3.1555 2.6782 -0.37 -0.45 -0.03
H 0.4612 -4.6101 3.7934 0.12 0.33 0.28
H -1.1334 -5.1910 4.1183 -0.11 0.10 -0.14
H -2.6677 -3.9019 5.5588 0.02 0.48 -0.06
H -1.6929 -2.8972 6.6686 0.22 -0.03 0.28
H -1.3571 -4.6852 6.3111 0.24 0.40 0.71
C -2.3815 2.0949 -3.4657 -0.48 0.25 -0.71
C -1.6945 3.2685 -2.8162 0.13 -0.22 0.30
C -2.2763 3.5683 -1.4604 0.01 -1.50 0.37
O -1.6095 4.6899 -0.9974 0.52 0.77 -0.92
C -2.0673 5.2684 0.1628 -1.45 -0.26 2.51
N -0.2685 2.9113 -2.5101 1.55 -0.08 0.01
H 0.3706 2.8600 -3.3130 -0.56 -0.02 -0.08
H 0.1911 3.5833 -1.8712 -0.64 0.01 -0.02
H -0.1908 1.9961 -1.9957 -0.14 0.25 0.19
H -3.3123 2.4907 -3.8765 -0.12 -0.28 0.07
H -2.6090 1.3056 -2.7584 -0.04 0.04 0.25
H -1.8616 1.6493 -4.3166 0.25 0.21 0.04
H -1.7344 4.1913 -3.3921 0.34 -0.15 -0.29
H -2.0224 2.6812 -0.8444 -0.34 0.27 0.14
H -3.3698 3.5819 -1.5238 0.02 0.63 0.15
H -1.9032 4.6433 1.0591 0.54 -0.18 -0.31
H -3.1619 5.3713 0.2272 0.07 0.23 -0.69
H -1.6329 6.2317 0.4053 0.32 0.08 -0.65
C -0.7523 -3.1833 -3.9314 0.01 -0.79 0.42
C -1.6065 -1.9359 -3.8635 0.80 0.23 -0.25
C -2.7351 -1.9204 -4.8583 -1.27 -0.43 0.46
O -3.6629 -0.9465 -4.4568 0.28 1.05 0.58
C -4.7539 -0.8032 -5.3345 -0.63 -0.75 -0.77
N -2.1436 -1.7939 -2.4759 -0.32 0.42 -0.01
H -3.0522 -2.2530 -2.3507 0.36 -0.22 -0.16
H -1.4447 -2.0714 -1.7364 -0.15 0.31 -0.12
H -2.3466 -0.7987 -2.2443 0.18 -0.33 0.22
H -1.3155 -4.0302 -3.5185 -0.05 0.05 -0.18
H 0.1505 -3.1216 -3.3185 -0.03 0.31 -0.06
H -0.4421 -3.4796 -4.9316 -0.13 0.29 -0.13
H -0.9932 -1.0514 -4.0580 0.02 0.02 0.29
H -3.2725 -2.8781 -4.7786 0.34 -0.26 -0.57
H -2.4041 -1.7002 -5.8733 0.26 -0.39 -0.07
H -5.3043 0.1152 -5.1604 0.31 0.19 0.25
H -5.4718 -1.6276 -5.2198 0.14 0.01 0.13
H -4.4263 -0.8422 -6.3807 0.06 0.23 0.09
C 3.9996 1.1113 -2.1916 -1.07 1.15 -0.37
C 3.1919 -0.1352 -2.5168 0.33 -0.43 2.09
C 4.0979 -1.2569 -2.9762 -0.56 -0.08 -1.27
O 3.2823 -2.2143 -3.6426 -0.11 -0.07 0.43
C 3.9529 -2.8957 -4.6760 -0.07 -0.37 -1.05
N 2.5248 -0.5002 -1.2094 -1.13 -0.54 -0.31
H 3.2089 -0.5087 -0.4161 -0.55 0.05 0.24
H 1.6558 0.1024 -1.0394 1.13 0.17 0.42
H 2.0255 -1.4104 -1.2446 0.84 0.17 0.05
H 4.6051 1.0596 -1.2860 0.18 -0.54 -0.15
H 3.2766 1.9084 -1.9744 0.10 -0.01 -0.02
H 4.5778 1.4713 -3.0398 0.18 -0.19 0.02
H 2.3129 -0.0065 -3.1458 0.58 0.24 -0.80
H 4.6753 -1.7302 -2.1759 -0.05 0.23 0.17
H 4.7980 -0.8154 -3.6947 0.08 -0.11 0.05
H 4.0692 -2.2577 -5.5634 0.41 0.23 0.32
H 3.3446 -3.7127 -5.0731 -0.21 -0.02 0.58
H 4.9072 -3.3259 -4.3672 0.07 0.17 0.07
C -5.1350 2.3014 2.0706 1.78 0.00 -1.52
O -3.8545 1.9831 2.6929 1.34 0.03 0.80
O -5.1060 1.5189 0.9964 -0.81 -0.87 0.14
C -6.1873 2.1291 3.1761 -0.71 -1.42 -1.09
F -6.0959 0.8826 3.7418 -0.01 0.87 -0.12
F -6.0493 3.0504 4.1199 0.00 0.05 0.40
F -7.4248 2.2300 2.6571 0.37 0.07 0.31
C -3.1381 3.0300 3.3211 -0.23 -0.12 1.21
C -1.8775 2.4925 3.9558 0.48 0.21 0.12
H -2.0290 1.5334 4.4503 -0.16 0.01 0.01
H -1.0441 2.3921 3.2581 -0.10 -0.13 -0.21
H -1.5520 3.2051 4.7165 0.04 -0.06 0.03
H -3.7579 3.4189 4.1299 -0.01 0.20 -0.06
H -2.8984 3.8628 2.6606 -0.20 -0.07 -0.35
H -5.0568 3.3747 1.8069 -0.50 0.08 0.28
C 4.0908 -1.2703 1.8824 0.19 0.43 -0.48
O 3.4448 -2.0775 0.9054 -0.75 -1.47 -0.53
O 4.0170 -0.0366 1.4518 -0.79 1.58 -0.14
C 3.3632 -1.4711 3.2112 0.82 -0.36 1.22
F 3.9843 -0.7623 4.1791 -0.76 -0.16 -0.45
F 2.0446 -1.1016 3.1756 0.38 0.14 0.05
F 3.3686 -2.7698 3.6507 -0.28 0.54 -0.41
C 3.8188 -3.4463 0.7383 0.16 -0.07 -0.56
C 3.2004 -3.9489 -0.5568 -0.25 0.65 -0.51
H 3.6442 -3.5032 -1.4526 0.11 0.18 0.24
H 3.3045 -5.0180 -0.7342 -0.20 -0.09 0.46
H 2.1510 -3.6275 -0.5733 -0.09 -0.45 -0.02
H 3.4444 -4.0635 1.5626 0.42 0.09 0.08
H 4.9054 -3.5000 0.6149 0.02 -0.19 0.57
H 5.1272 -1.6122 2.0218 0.11 -0.41 0.21
```
Forces are in eV/Å.